1.
A structure of composition C19H25HoN4O7S2. Source: the Open Molecules 2025 dataset; level of theory: the ωB97M-V functional and the def2-TZVPD basis.

Geometry (Å):
Ho  0.959  -0.086  -0.060
C  0.609  -0.046  3.462
O  1.460  -0.305  2.331
C  2.859  -0.092  2.583
C  3.660  -0.924  1.626
O  3.299  -0.589  0.273
C  4.278  -1.033  -0.684
H  1.070  -0.456  4.357
H  -0.343  -0.531  3.281
H  0.447  1.023  3.595
H  3.111  -0.404  3.596
H  3.092  0.969  2.472
H  3.478  -1.987  1.788
H  4.718  -0.714  1.785
H  5.205  -0.484  -0.533
H  3.885  -0.829  -1.675
H  4.457  -2.101  -0.565
N  1.243  -1.942  -3.305
C  1.363  -0.593  -3.442
N  1.387  0.237  -2.422
C  1.457  1.561  -2.861
C  1.529  1.710  -4.194
S  1.489  0.174  -4.970
C  1.420  2.624  -1.850
C  1.430  3.950  -2.067
S  1.324  4.801  -0.576
C  1.247  3.312  0.266
N  1.337  2.251  -0.507
N  1.090  3.236  1.618
H  0.694  -2.267  -2.525
H  1.133  -2.493  -4.141
H  1.602  2.618  -4.771
H  1.492  4.482  -3.005
H  0.954  4.099  2.119
H  0.509  2.481  1.946
O  -0.848  -0.864  -0.837
C  -1.530  -0.170  0.011
O  -0.848  0.543  0.853
C  -2.972  -0.194  0.048
C  -3.667  -0.948  -0.898
C  -5.057  -1.003  -0.892
C  -5.694  -0.284  0.093
O  -7.012  -0.194  0.308
C  -7.201  0.703  1.423
O  -5.888  1.053  1.888
C  -5.005  0.469  1.041
C  -3.647  0.543  1.050
H  -3.109  -1.495  -1.645
H  -5.615  -1.579  -1.616
H  -7.743  0.188  2.208
H  -7.722  1.592  1.083
H  -3.107  1.129  1.782
C  1.536  -3.754  0.021
O  0.978  -2.506  0.496
H  0.849  -4.244  -0.668
H  1.750  -4.412  0.858
H  2.461  -3.514  -0.495
H  0.146  -2.708  0.944

## Properties
HOMO (spin up / spin down): -12.90 / -12.90 eV
Energy: -3228.8521 hartree
Net charge: +2
Kohn-Sham gap (spin up / spin down): 8.02 / 8.06 eV
Multiplicity: 5

---

2.
A structure of composition C24H25N4O4PRuS. Source: the Open Molecules 2025 dataset; level of theory: the ωB97M-V functional and the def2-TZVPD basis.

Geometry (Å):
Ru  -0.674  -1.081  0.448
N  -2.246  -0.146  1.549
N  -1.823  0.053  2.885
C  -0.961  -0.938  3.391
O  -0.834  -1.035  4.601
O  -0.374  -1.608  2.465
H  -2.645  0.716  1.196
H  -2.932  -0.962  1.449
H  -2.561  0.276  3.539
O  1.413  -2.452  -2.617
C  1.465  -1.529  -1.826
O  1.189  -1.561  -0.561
C  1.939  -0.161  -2.282
C  2.691  -0.035  -3.441
C  3.199  1.199  -3.813
C  2.975  2.310  -3.008
C  2.199  2.195  -1.865
C  1.654  0.964  -1.511
P  0.565  0.790  -0.060
C  1.735  0.991  1.332
C  2.125  2.256  1.769
C  2.974  2.392  2.855
C  3.456  1.263  3.505
C  3.083  0.003  3.068
C  2.221  -0.138  1.991
C  -0.381  2.354  0.010
C  -0.745  3.064  -1.131
C  -1.609  4.148  -1.044
C  -2.127  4.530  0.184
C  -1.803  3.801  1.322
C  -0.948  2.715  1.235
H  2.878  -0.928  -4.024
H  3.786  1.292  -4.718
H  3.399  3.269  -3.276
H  2.036  3.064  -1.239
H  1.753  3.144  1.273
H  3.251  3.380  3.199
H  4.109  1.370  4.362
H  3.451  -0.880  3.575
H  1.914  -1.120  1.667
H  -0.350  2.777  -2.098
H  -1.878  4.693  -1.940
H  -2.791  5.382  0.250
H  -2.222  4.077  2.282
H  -0.714  2.142  2.125
S  -3.529  -2.897  1.149
C  -2.485  -3.163  -0.330
N  -3.227  -3.939  -1.326
C  -2.266  -4.655  -2.157
C  -1.148  -4.990  -1.164
N  -1.359  -4.075  -0.045
H  -3.877  -3.356  -1.834
H  -1.874  -4.053  -2.990
H  -2.728  -5.554  -2.570
H  -0.164  -4.865  -1.626
H  -1.236  -6.024  -0.816
H  -0.522  -3.610  0.278
C  -2.045  -1.801  -0.851
H  -1.499  -1.934  -1.802
H  -2.883  -1.119  -0.993

## Properties
HOMO (spin up / spin down): -3.67 / -3.68 eV
Energy: -2284.0192 hartree
Net charge: -1
Energy above the lowest of the compared OMol25 structures with the same formula, charge and spin: 1.285 eV
Kohn-Sham gap (spin up / spin down): 5.83 / 5.81 eV
Multiplicity: 2

---

3.
A cluster of 2 separate species, C2H5NP2 in total. Source: the Open Molecules 2025 dataset; level of theory: the ωB97M-V functional and the def2-TZVPD basis.

Geometry (Å):
C  0.689  1.215  0.046
C  0.568  -0.008  -0.565
N  0.833  2.230  0.579
P  0.970  -1.541  0.292
P  -2.343  -0.167  0.224
H  0.182  -0.078  -1.568
H  1.662  -2.135  -0.769
H  2.138  -1.099  0.914
H  -2.102  0.598  1.369
H  -2.598  0.985  -0.521

## Properties
HOMO (spin up / spin down): -8.81 / -8.85 eV
Energy: -816.5227 hartree
Energy above the lowest of the compared OMol25 structures with the same formula, charge and spin: 2.871 eV
Kohn-Sham gap (spin up / spin down): 7.51 / 7.35 eV

---

4.
A structure of composition C19H43BF2O15P2V. Source: the Open Molecules 2025 dataset; level of theory: the ωB97M-V functional and the def2-TZVPD basis.

Geometry (Å):
V  -0.772  -0.992  2.332
C  -0.560  -2.436  -0.982
O  -0.574  -1.741  0.261
H  0.312  -3.089  -0.979
H  -1.419  -3.043  -1.265
H  -0.505  -1.724  -1.806
B  0.383  -2.608  3.388
H  0.816  -3.107  4.240
H  -0.670  -2.845  3.399
H  0.435  -1.557  3.629
H  0.860  -2.753  2.431
C  0.296  -1.925  -5.683
C  -0.940  -2.489  -5.115
O  -1.455  -3.196  -6.202
C  -0.899  -2.745  -7.396
O  -1.312  -2.924  -8.489
O  0.131  -2.014  -7.075
F  -1.561  -1.427  -4.760
H  1.189  -2.441  -5.331
H  0.322  -0.836  -5.665
H  -0.881  -3.151  -4.251
C  2.287  -4.610  -0.030
C  1.303  -5.331  0.960
O  2.098  -6.097  1.717
C  3.394  -6.127  1.213
O  4.258  -6.841  1.575
O  3.460  -5.285  0.161
F  0.513  -6.043  0.146
H  2.485  -3.658  0.462
H  1.842  -4.380  -0.998
H  0.739  -4.702  1.649
C  4.780  1.497  4.365
C  3.725  0.826  3.584
O  3.166  1.748  2.724
P  2.209  1.232  1.562
O  1.102  0.312  2.002
O  3.382  0.648  0.554
C  3.044  -0.504  -0.300
C  2.562  -0.041  -1.746
O  1.768  2.585  0.934
C  2.771  3.494  0.476
C  2.124  4.894  0.500
H  4.585  2.555  4.536
H  4.806  1.148  5.398
H  5.789  1.353  3.979
H  4.189  0.000  3.046
H  3.094  0.301  4.301
H  3.935  -1.131  -0.331
H  2.210  -1.125  0.028
H  1.548  0.360  -1.739
H  3.259  0.706  -2.125
H  2.656  -0.853  -2.467
H  3.628  3.520  1.150
H  3.169  3.233  -0.504
H  1.636  5.113  1.450
H  2.857  5.631  0.171
H  1.384  5.012  -0.292
C  -3.988  0.320  -2.594
C  -3.179  0.363  -1.316
O  -3.959  0.999  -0.254
P  -3.116  1.717  0.964
O  -2.211  0.914  1.806
O  -4.361  2.303  1.875
C  -5.418  3.088  1.393
C  -6.319  2.298  0.324
O  -2.461  2.987  0.202
C  -1.552  3.843  0.955
C  -1.972  4.336  2.404
H  -3.342  -0.081  -3.374
H  -4.821  -0.352  -2.389
H  -4.432  1.220  -3.018
H  -2.710  -0.583  -1.045
H  -2.336  0.995  -1.597
H  -6.007  3.509  2.208
H  -4.974  3.949  0.894
H  -6.103  1.230  0.286
H  -7.386  2.344  0.541
H  -6.233  2.741  -0.668
H  -0.600  3.315  1.023
H  -1.275  4.705  0.348
H  -2.896  4.910  2.462
H  -2.097  3.483  3.070
H  -1.204  5.048  2.706

## Properties
HOMO (spin up / spin down): -0.56 / -4.81 eV
Energy: -3729.6787 hartree
Net charge: -1
Kohn-Sham gap (spin up / spin down): 2.59 / 6.84 eV
Multiplicity: 5

---

Q: The lowest energy belongs to which entry?
A: C19H43BF2O15P2V

---

Q: energy of number 2 (C24H25N4O4PRuS)?
A: -2284.0192 hartree

---

Q: The highest energy belongs to which entry?
A: C2H5NP2